[1]
Entry from OMol25: a structure of composition C21H30GeNNaTe (ωB97M-V with the def2-TZVPD basis set).

```
55
Properties=species:S:1:pos:R:3:mulliken_charge:R:1
Na 0.0844 0.6461 1.0136 0.7407
N -1.2696 -1.2600 0.2965 -0.3245
C -1.6331 -2.2662 -0.1138 -0.3910
C -2.0743 -3.5125 -0.6217 0.6946
C -3.3532 -3.6128 -1.1879 -0.4109
C -3.8048 -4.8194 -1.6782 -0.4517
C -2.9991 -5.9516 -1.6214 -0.3548
C -1.7261 -5.8521 -1.0706 -0.5204
C -1.2621 -4.6512 -0.5762 -0.2897
H -3.9682 -2.7237 -1.2312 0.4591
H -4.7933 -4.8859 -2.1150 0.3549
H -3.3576 -6.8974 -2.0045 0.3710
H -1.0921 -6.7289 -1.0355 0.3749
H -0.2678 -4.5653 -0.1570 0.3826
Te -0.2619 3.6264 -0.7151 -0.3911
C -1.8061 5.0318 -0.9269 -0.3719
C -1.8404 6.2218 -0.1852 -0.3156
C -2.8259 7.1782 -0.3726 -0.4146
C -3.8335 6.9826 -1.3110 -0.3684
C -3.8339 5.8021 -2.0473 -0.4093
C -2.8441 4.8516 -1.8541 -0.2266
H -1.0662 6.3919 0.5542 0.3045
H -2.8142 8.0905 0.2165 0.3019
H -4.6040 7.7309 -1.4626 0.3260
H -4.6164 5.6278 -2.7801 0.3015
H -2.8600 3.9382 -2.4378 0.3033
C 4.3815 -1.7402 -2.1128 -1.3130
Ge 2.6120 -1.1439 -1.2802 0.4085
C 1.3673 -1.4607 -2.8048 -1.1335
C 2.2925 -2.6932 -0.0553 -1.2125
C 2.3167 0.5267 -0.4239 -1.0216
H 4.2483 -2.7094 -2.6062 0.3320
H 5.1653 -1.8457 -1.3572 0.3636
H 4.7318 -1.0214 -2.8589 0.3567
H 1.5702 -2.4243 -3.2832 0.3191
H 1.4753 -0.6781 -3.5593 0.3493
H 0.3268 -1.4520 -2.4702 0.2745
H 2.3824 -3.6478 -0.5869 0.3728
H 1.2925 -2.6327 0.3830 0.1648
H 3.0094 -2.6995 0.7694 0.3731
H 2.2668 1.3198 -1.1816 0.2635
H 3.1611 0.7642 0.2377 0.1887
C 2.2815 -0.5488 3.5088 -1.0636
C 1.6159 0.7085 4.0713 1.0228
C 2.2859 1.9502 3.4793 -1.2210
C 0.1155 0.7115 3.8034 -1.5623
H 3.3485 -0.5890 3.7650 0.4301
H 2.1925 -0.5575 2.4185 -0.0618
H 1.7922 -1.4449 3.9029 0.3292
H 1.8404 0.7205 5.1647 0.1697
H 2.2155 1.9252 2.3889 0.0974
H 3.3479 2.0045 3.7547 0.3938
H 1.7830 2.8549 3.8285 0.3403
H -0.3488 1.5918 4.2722 0.2022
H -0.3466 -0.1816 4.2569 0.1627
```

## Properties
Multiplicity = 1
Molar mass = 519.7 g/mol
HOMO-LUMO gap = 3.44 eV
Total charge = -2
LUMO = 3.6 eV
ΔE to the lowest compared entry with this formula, charge and spin = 41.5 kJ/mol
E_HOMO = 0.20 eV

---

[2]
Entry from OMol25: a structure of composition C36H54CeF5N5O2PS2Te (ωB97M-V with the def2-TZVPD basis set).

```
107
Properties=species:S:1:pos:R:3:mulliken_spin:R:1
Ce 0.0769 -0.5564 -0.6475 0.9950
C -7.1508 -0.3972 -0.2115 0.0000
C -6.0195 -0.1750 0.8004 0.0000
C -5.3075 -1.5165 0.9861 0.0002
C -6.6201 0.2721 2.1405 0.0000
C -5.0694 0.9118 0.3163 0.0015
C -5.5806 2.1462 -0.1159 -0.0001
C -4.7664 3.1790 -0.5363 0.0000
C -3.3946 2.9795 -0.5450 0.0002
S -2.1042 4.0302 -1.0572 -0.0001
C -0.9583 2.7312 -0.7371 0.0005
N -1.4952 1.6503 -0.2460 -0.0009
C -2.8597 1.7479 -0.1349 0.0008
C -3.6983 0.7303 0.3177 0.0009
C 0.4341 2.8298 -1.1294 0.0028
C 1.0627 4.0784 -1.1250 0.0002
C 2.3658 4.1942 -1.5552 -0.0001
C 3.0137 3.0670 -2.0334 -0.0001
C 2.3761 1.8344 -2.0454 -0.0017
C 1.0570 1.6260 -1.5933 0.0005
H -7.7643 -1.2375 0.1063 0.0000
H -6.7396 -0.6210 -1.1923 0.0000
H -7.7956 0.4731 -0.2956 0.0000
H -6.0338 -2.2770 1.2656 0.0000
H -4.5554 -1.4780 1.7687 0.0001
H -4.8291 -1.8160 0.0578 0.0001
H -7.3208 -0.4759 2.5052 0.0000
H -7.1494 1.2153 2.0301 0.0000
H -5.8384 0.4052 2.8847 0.0000
H -6.6484 2.3046 -0.1334 0.0000
H -5.1841 4.1150 -0.8709 0.0000
H -3.2275 -0.2078 0.5806 0.0013
H 0.5305 4.9454 -0.7538 0.0000
H 2.8713 5.1494 -1.5184 0.0000
H 4.0328 3.1503 -2.3888 0.0000
H 2.9320 0.9886 -2.4469 -0.0001
F 2.9429 -2.8349 1.9982 0.0000
Te 1.5648 -1.5421 1.6793 0.0036
F 2.5950 -0.4983 2.9487 0.0000
F 1.5305 0.4637 0.9903 -0.0003
F 0.9827 -2.3586 3.3588 -0.0001
F 2.7938 -1.2973 0.0727 0.0002
O 0.5020 -2.3832 0.5621 -0.0021
O -0.3151 -0.5229 2.1811 -0.0015
S 0.0537 0.5684 3.1850 0.0001
C -0.6942 -0.0256 4.7391 0.0002
C -2.1156 0.5003 4.7776 0.0001
C -2.0517 1.9095 4.2000 0.0001
C -1.2959 1.7677 2.8910 0.0000
H -0.0895 0.3868 5.5433 0.0000
H -0.6118 -1.1082 4.7332 0.0000
H -2.5116 0.4898 5.7932 0.0000
H -2.7530 -0.1233 4.1498 0.0000
H -1.5065 2.5647 4.8800 0.0000
H -3.0447 2.3290 4.0371 0.0000
H -0.8633 2.6944 2.5258 0.0000
H -1.9076 1.3190 2.1069 0.0003
N -2.0095 -1.1640 -1.2633 -0.0012
P -2.0446 -2.2842 -2.3076 -0.0033
N -2.2749 -3.8514 -1.7221 0.0011
C -2.2867 -5.0837 -2.4833 0.0001
C -3.5818 -5.8448 -2.2086 0.0000
C -3.6192 -6.2961 -0.7396 0.0000
C -2.7329 -5.3887 0.1239 -0.0001
C -2.8363 -3.9546 -0.3801 -0.0008
N -3.2103 -2.0048 -3.5021 0.0004
C -3.5058 -2.8690 -4.6298 -0.0003
C -4.0552 -2.0635 -5.8021 0.0000
C -5.3614 -1.3625 -5.4131 0.0000
C -5.3115 -0.8709 -3.9571 0.0000
C -3.8650 -0.7130 -3.5070 0.0008
N -0.6615 -2.6467 -3.3180 -0.0053
C -0.2868 -1.5822 -4.2127 0.0038
C 0.6348 -2.1387 -5.2965 -0.0002
C 1.8676 -2.7722 -4.6549 0.0002
C 1.4243 -3.8193 -3.6354 0.0006
C 0.4928 -3.1583 -2.6239 0.0048
H -1.4328 -5.7172 -2.2038 -0.0001
H -2.1858 -4.8410 -3.5390 0.0001
H -3.6650 -6.7031 -2.8779 0.0000
H -4.4182 -5.1728 -2.4173 0.0000
H -3.2804 -7.3288 -0.6482 0.0000
H -4.6491 -6.2550 -0.3780 0.0000
H -1.6900 -5.7114 0.0750 0.0000
H -3.0495 -5.4415 1.1672 0.0000
H -2.2897 -3.2589 0.2682 -0.0001
H -3.8949 -3.6636 -0.3659 -0.0001
H -4.2500 -3.6282 -4.3469 0.0000
H -2.5910 -3.3817 -4.9396 0.0000
H -4.2263 -2.7348 -6.6457 0.0000
H -3.3088 -1.3268 -6.1099 0.0000
H -6.1996 -2.0502 -5.5363 0.0000
H -5.5266 -0.5257 -6.0938 0.0000
H -5.7950 -1.5972 -3.3004 0.0000
H -5.8332 0.0826 -3.8598 0.0000
H -3.7894 -0.3160 -2.4914 0.0005
H -3.3573 0.0014 -4.1733 0.0002
H 0.2318 -0.7499 -3.6494 -0.0041
H -1.1948 -1.1606 -4.6500 -0.0017
H 0.9254 -1.3442 -5.9838 0.0001
H 0.0880 -2.8980 -5.8581 0.0001
H 2.4430 -1.9947 -4.1406 0.0002
H 2.5026 -3.2256 -5.4195 0.0001
H 2.2874 -4.2523 -3.1289 -0.0002
H 0.8785 -4.6186 -4.1401 0.0000
H 1.0758 -2.3182 -2.1199 0.0026
H 0.1632 -3.8685 -1.8574 -0.0001
```

## Properties
Multiplicity = 2
Molar mass = 1046.7 g/mol
HOMO-LUMO gap (alpha / beta) = 6.26 / 6.32 eV
LUMO (alpha / beta) = -1.6 / -1.6 eV
E_HOMO (alpha / beta) = -7.85 / -7.90 eV
<S²> = 0.751

---

[3]
Entry from OMol25: a structure of composition C35H52Cl2HfO4P4 (ωB97M-V with the def2-TZVPD basis set).

```
98
Properties=species:S:1:pos:R:3:mulliken_charge:R:1
P 1.2390 5.1878 -2.0995 0.8725
C 1.0762 6.2659 -0.7353 0.3293
C 2.0444 7.2520 -0.4244 -0.2538
H 2.9090 7.3568 -1.0779 0.4460
C 1.8559 8.0696 0.6863 -0.5994
H 2.6169 8.8017 0.9685 0.4050
C 0.6839 7.9636 1.4472 -0.4500
H 0.5213 8.6392 2.2878 0.3830
C -0.2795 6.9925 1.1427 -0.5961
H -1.1845 6.9153 1.7448 0.4010
C -0.0829 6.1285 0.0764 -0.5314
H -0.7928 5.3379 -0.1671 0.3148
C 2.7217 4.3423 -2.5117 0.2384
C 3.5699 3.8507 -1.4826 -0.7030
H 3.2935 4.0161 -0.4394 0.5257
C 4.7333 3.1757 -1.8247 -0.6387
H 5.4078 2.8220 -1.0457 0.5139
C 5.0492 2.9590 -3.1726 -0.6098
H 5.9692 2.4350 -3.4337 0.4932
C 4.2006 3.4116 -4.1878 -0.6231
H 4.4507 3.2317 -5.2354 0.4692
C 3.0419 4.1046 -3.8748 -0.4417
H 2.3761 4.4766 -4.6543 0.4617
C 0.0188 5.2616 -3.3469 -0.5167
C -0.3671 6.4956 -3.9316 -0.6220
H 0.0704 7.4205 -3.5562 0.4934
C -1.2753 6.4842 -4.9854 -0.5991
H -1.6145 7.4213 -5.4312 0.4153
C -1.7554 5.2684 -5.4878 -0.8736
H -2.4295 5.2645 -6.3451 0.3993
C -1.3929 4.0457 -4.8944 -0.3979
H -1.7717 3.1041 -5.2965 0.5763
C -0.5549 4.0373 -3.7885 0.3153
H -0.3390 3.1281 -3.2240 0.2938
Hf 0.2588 -0.1397 0.4066 -0.6888
C 1.6183 -1.2726 -1.0717 -0.8555
C 1.7813 -0.7579 -2.3108 -0.1460
H 2.1319 -2.2139 -0.8167 0.3850
C 1.1211 0.6069 -2.5985 2.7214
O 0.4215 0.4804 -3.8699 -0.6259
H 0.2252 1.3640 -4.2347 0.3240
C 0.1895 0.8942 -1.5019 -0.5223
H 1.9039 1.3937 -2.6141 -0.8943
C -1.0496 0.8606 -0.9775 0.0994
Cl -0.6047 -2.2227 1.0528 -0.4173
Cl -0.5054 1.3063 2.1357 -0.4106
P 2.6196 0.2958 1.4560 0.9210
C 2.3929 -0.2602 3.1932 -1.4660
H 2.2909 -1.3535 3.2240 0.3781
H 1.4844 0.1896 3.6140 0.4057
H 3.2754 0.0597 3.7641 0.4993
C 4.1889 -0.5040 1.0134 -1.1981
H 4.6271 0.0061 0.1448 0.2397
H 4.0003 -1.5524 0.7509 0.3229
H 4.8782 -0.4529 1.8694 0.4767
C 3.1237 2.0277 1.7020 -1.0780
H 2.2394 2.6758 1.6571 0.3357
H 3.8342 2.3264 0.9211 0.0822
H 3.5948 2.1230 2.6899 0.6147
P 2.7958 -1.5669 -3.5946 1.3771
C 3.3174 -3.2166 -3.1385 -1.3871
C 4.2537 -0.5469 -3.8267 -1.2015
H 2.4706 -3.8104 -2.7708 0.4150
H 4.1033 -3.1866 -2.3725 0.4249
H 3.7242 -3.7054 -4.0357 0.4456
H 3.9639 0.4386 -4.2045 0.2035
H 4.9164 -1.0331 -4.5528 0.5408
H 4.7829 -0.4259 -2.8744 0.3790
C 1.9353 -1.6810 -5.1637 -1.3274
H 1.0060 -2.2485 -5.0318 0.3864
H 2.5869 -2.1972 -5.8810 0.5385
H 1.6978 -0.6738 -5.5230 0.3438
H -1.3607 1.7871 -0.4557 0.8225
C -1.6890 -3.7422 -2.2971 -1.3795
C -1.8054 -2.2931 -2.6756 0.4429
O -2.3388 -1.5876 -1.4627 0.1719
P -2.5744 -0.0480 -1.3166 0.3826
O -3.5885 0.1305 -0.1514 -0.4025
C -3.6453 -0.5453 1.2211 0.2282
C -4.3211 -1.8776 1.1116 -1.0839
O -3.1822 0.5455 -2.6377 -0.2653
C -3.9079 1.8764 -2.6038 -0.0161
C -4.4746 2.1166 -3.9738 -1.2533
H -1.0309 -3.8789 -1.4317 0.2790
H -1.2822 -4.3106 -3.1394 0.4479
H -2.6769 -4.1571 -2.0629 0.3535
H -0.8434 -1.8315 -2.9326 -0.2475
H -2.5370 -2.1234 -3.4743 0.2960
H -2.6233 -0.6317 1.6116 -0.0473
H -4.2008 0.1710 1.8322 0.3190
H -3.6282 -2.6263 0.7227 0.1882
H -4.6477 -2.2076 2.1019 0.4237
H -5.1960 -1.8213 0.4610 0.3242
H -4.7010 1.7947 -1.8519 0.2788
H -3.1864 2.6504 -2.3099 0.2014
H -5.2703 1.3982 -4.1942 0.3803
H -4.9144 3.1175 -4.0095 0.4039
H -3.7163 2.0598 -4.7586 0.2188
```

## Properties
Multiplicity = 1
Molar mass = 910.1 g/mol
HOMO-LUMO gap (alpha / beta) = 3.75 / 3.73 eV
Total charge = +2
LUMO (alpha / beta) = -7.0 / -7.0 eV
ΔE to the lowest compared entry with this formula, charge and spin = 393.2 kJ/mol
E_HOMO (alpha / beta) = -10.73 / -10.73 eV

---

[4]
Entry from OMol25: a cluster of 11 separate species, C6H34NO11 in total (ωB97M-V with the def2-TZVPD basis set).

```
52
Properties=species:S:1:pos:R:3:mulliken_charge:R:1
C -2.7486 -1.6935 1.6989 -1.0157
C -1.1772 -1.8236 1.4872 -0.6984
N -0.9998 -1.4980 0.0796 0.5229
C 1.4992 -2.5692 -2.5707 -1.3615
C 0.3048 -1.8366 -1.9431 -0.7310
C 0.3747 -1.6245 -0.4317 -0.4459
C 1.2000 -0.2987 -0.2837 -0.4274
O 1.5304 0.1370 1.0398 -0.5643
H -3.1770 -2.4009 1.0046 0.1986
H -2.9975 -0.6549 1.4695 0.2515
H -3.0983 -1.9329 2.7022 0.3992
H -0.7724 -1.1588 2.2580 0.2113
H -0.9398 -2.8687 1.6481 0.6142
H -1.4195 -0.6046 -0.1445 -0.0849
H 1.4715 -3.6025 -2.2239 0.3313
H 1.3525 -2.4656 -3.6490 0.3708
H 2.5200 -2.2216 -2.4016 0.3179
H 0.0822 -0.8863 -2.4286 0.4199
H -0.5445 -2.5066 -2.0814 0.3492
H 0.9017 -2.3474 0.1841 0.9760
H 2.1530 -0.4687 -0.7890 0.3079
H 0.7063 0.5025 -0.8381 0.2753
H 1.2393 2.4324 2.8127 0.2895
H 2.2347 3.5251 2.9658 0.3225
O 2.1217 2.5921 3.1933 -0.6879
H -1.4369 0.9108 1.7566 0.2174
H -1.5855 1.7216 0.4900 0.3799
O -2.0567 1.0739 1.0413 -0.7128
H -3.6315 -0.2472 -1.9011 0.2890
H -3.3857 0.5954 -0.6274 0.3409
O -3.9711 -0.0669 -1.0169 -0.6412
H -2.5132 3.6139 -1.3421 0.2705
H -1.2870 3.0808 -1.9762 0.3958
O -2.2726 2.9442 -1.9970 -0.6812
H 0.2142 2.7816 -0.5642 0.2248
H 0.8974 3.8988 -1.2221 0.3780
O 0.2860 3.2066 -1.5104 -0.7598
H 1.7895 -1.5177 1.8159 0.2971
H 1.6633 -2.6781 2.9114 0.2799
O 2.1786 -2.3403 2.1741 -0.6376
H -1.1784 -4.3587 -0.0594 0.3051
H -2.3663 -3.4739 -0.1702 0.3198
O -2.1422 -4.4090 -0.0433 -0.6711
H 3.5283 2.0665 -1.1651 0.4371
H 3.2742 2.8952 -2.4299 0.2648
O 3.6551 2.0637 -2.1365 -0.6560
H -0.2034 3.4294 1.1010 0.0097
H 0.9520 0.8848 1.2725 0.0542
O 0.0885 2.5219 0.9471 -0.7354
H 1.9494 2.6519 0.1868 0.2391
H 2.8377 2.3157 1.2951 0.4485
O 2.8986 2.7097 0.4116 -0.7976
```

## Properties
Multiplicity = 1
Molar mass = 296.3 g/mol
HOMO-LUMO gap = 8.49 eV
Total charge = -1
LUMO = 2.7 eV
ΔE to the lowest compared entry with this formula, charge and spin = 102.2 kJ/mol
E_HOMO = -5.82 eV

---

[5]
Entry from OMol25: a structure of composition C4H7NO2 (ωB97M-V with the def2-TZVPD basis set).

```
14
Properties=species:S:1:pos:R:3:mulliken_charge:R:1
C -0.2356 1.5253 -0.4708 -1.2386
C -0.6065 0.1945 0.2442 1.0818
C 0.2675 -0.0098 1.5463 -0.6091
O -1.8408 -0.1384 0.2920 -0.8533
C 0.4264 -0.8493 -0.2749 0.2440
O 1.2563 -0.8568 0.7341 -0.3958
N 0.4103 -1.6237 -1.3310 -0.3451
H -0.7380 2.3364 0.0621 0.3532
H 0.8411 1.7474 -0.5356 0.3480
H -0.6464 1.4867 -1.4852 0.2968
H -0.2405 -0.6974 2.2262 0.3038
H 0.6691 0.8676 2.0766 0.2822
H 1.0185 -2.4158 -1.5083 0.2706
H -0.4171 -1.5175 -1.9149 0.2614
```

## Properties
Multiplicity = 1
Molar mass = 101.1 g/mol
HOMO-LUMO gap = 8.20 eV
LUMO = 0.5 eV
ΔE to the lowest compared entry with this formula, charge and spin = 318.0 kJ/mol
E_HOMO = -7.73 eV

---

[6]
Entry from OMol25: a cluster of 2 separate species, C4H13N3 in total (ωB97M-V with the def2-TZVPD basis set).

```
20
Properties=species:S:1:pos:R:3:mulliken_charge:R:1
C -2.5494 0.6900 -0.2528 0.5147
C -2.9775 0.4693 1.0158 -0.8544
C 2.1653 -0.1771 -1.3684 -1.2140
C 1.0910 0.5132 -0.5434 -0.2525
N -2.2402 0.5803 -1.3399 0.0514
N 0.3814 -0.3192 0.4278 -0.2781
N 1.3283 -0.8456 1.4675 -0.3781
H -3.6087 -0.5154 1.0274 0.3465
H -2.1746 0.3704 1.7716 0.2828
H -3.7765 1.1687 1.3339 0.3774
H 2.2942 0.5058 -2.3586 0.3254
H 3.1198 -0.1328 -0.9631 0.4422
H 2.0794 -1.2094 -1.8002 0.3680
H 0.3153 0.8934 -1.1572 0.1200
H 1.5122 1.4486 -0.1264 0.3596
H -1.9760 0.8788 -2.2171 0.2934
H 0.1056 -1.2367 -0.0886 0.3653
H 0.9297 -1.6383 1.9645 0.3637
H 1.7859 -0.1807 2.1315 0.3905
H 2.1949 -1.2634 1.0758 0.3765
```

## Properties
Multiplicity = 1
Molar mass = 103.2 g/mol
HOMO-LUMO gap = 11.13 eV
Total charge = +2
LUMO = -7.8 eV
ΔE to the lowest compared entry with this formula, charge and spin = 438.7 kJ/mol
E_HOMO = -18.91 eV

---

[7]
Entry from OMol25: a structure of composition C3H4N2O (ωB97M-V with the def2-TZVPD basis set).

```
10
Properties=species:S:1:pos:R:3:mulliken_charge:R:1
O 0.0355 1.6590 1.4270 -0.4791
C -0.1801 0.4833 0.8138 0.3704
C -0.7091 -0.6932 0.6875 -0.4820
C -0.0576 -1.2809 -1.1247 -0.1168
N 0.6997 -0.3518 -1.4559 -0.2154
N 1.0008 0.6615 -0.7014 -0.3074
H -0.4189 1.7823 2.2722 0.3405
H -1.3262 -1.5025 1.0562 0.3328
H -0.0217 -2.2555 -1.6629 0.3133
H 0.9776 1.4979 -1.3117 0.2437
```

## Properties
Multiplicity = 1
Molar mass = 84.1 g/mol
HOMO-LUMO gap = 9.40 eV
LUMO = 0.6 eV
ΔE to the lowest compared entry with this formula, charge and spin = 556.6 kJ/mol
E_HOMO = -8.85 eV

---

[8]
Entry from OMol25: an isolated molecule of C5H13NO (ωB97M-V with the def2-TZVPD basis set).

```
20
Properties=species:S:1:pos:R:3:mulliken_charge:R:1
C 0.7057 0.8910 -2.2420 -0.8824
C -0.0834 -0.1931 -1.3653 -0.8403
N 0.0555 0.0771 -0.0146 0.0910
C 1.5105 0.0194 0.4898 -1.1963
C -0.7514 -0.9177 0.7426 -1.1002
C -1.1217 -0.2210 2.0973 -0.2449
O -2.0034 0.8655 1.7827 -0.5203
H 0.6858 0.3317 -3.2067 0.3452
H 0.1497 1.8420 -2.1983 0.2669
H 1.7206 0.8296 -1.7532 0.2767
H -1.0942 0.0455 -1.4761 0.4626
H 0.2596 -1.1090 -1.9071 0.3503
H 1.8461 1.0534 0.4782 0.3692
H 2.1488 -0.5892 -0.2829 0.3186
H 1.6088 -0.3469 1.5059 0.4287
H 0.0250 -1.7223 0.9225 0.4745
H -1.6177 -0.9650 0.1334 0.5567
H -1.7058 -0.8657 2.8448 0.2830
H -0.2878 0.1902 2.6490 0.2099
H -2.0508 0.7846 0.7999 0.3509
```

## Properties
Multiplicity = 1
Molar mass = 103.2 g/mol
HOMO-LUMO gap = 9.87 eV
LUMO = 1.0 eV
SMILES = CCN(C)CCO
ΔE to the lowest compared entry with this formula, charge and spin = 302.4 kJ/mol
E_HOMO = -8.85 eV